Entry from the OMol25 dataset: C27H50B2F6N7O34Tl as an isolated structure (the ωB97M-V functional and the def2-TZVPD basis).

Its spin multiplicity is 1. Its HOMO-LUMO gap is 4.668 eV. The largest force on an atom is 6.08 eV Å⁻¹. Its electronic energy is -131173.37401 eV. Its LUMO energy is -4.596 eV.

Geometry as XYZ:
```
127
Properties=species:S:1:pos:R:3:forces:R:3
Tl -0.356 3.239 1.627 0.1 0.3 0.6
B -2.208 4.510 3.584 3.7 -1.1 -0.8
H -1.670 3.759 4.142 1.8 -2.7 2.4
H -3.012 4.940 4.161 -3.9 1.5 1.8
H -1.567 5.358 3.399 2.4 3.5 -0.5
H -2.617 4.061 2.692 -2.7 -2.0 -4.1
B 1.478 5.645 1.624 -2.1 -0.7 -1.8
H 1.933 4.698 1.870 2.7 -4.4 1.0
H 2.171 6.363 2.035 2.5 2.5 2.7
H 1.440 5.775 0.554 -0.2 0.1 -3.9
H 0.477 5.695 2.024 -4.2 1.2 1.8
C -0.227 -1.440 -0.198 -0.6 0.3 0.2
C -0.017 -0.012 0.331 -0.7 1.6 0.1
O 0.238 0.164 1.522 0.5 -0.6 1.5
O -0.241 0.967 -0.432 -0.1 0.3 -0.9
H -0.632 -2.002 0.644 0.4 -0.2 0.0
H 0.681 -1.887 -0.602 -0.1 0.0 0.1
H -1.025 -1.410 -0.939 0.3 0.1 -0.3
C 1.226 6.004 -3.590 0.7 0.2 -1.5
C 0.415 5.071 -4.558 0.0 2.4 0.1
O -0.363 4.348 -3.696 -1.2 -0.8 1.0
C 0.100 4.487 -2.441 -0.4 -2.5 5.0
O -0.263 3.880 -1.411 0.2 1.6 -4.0
O 1.111 5.325 -2.384 0.1 0.5 0.6
F 1.211 4.239 -5.213 1.2 -1.0 -0.8
H 0.924 7.047 -3.499 -0.7 -0.1 0.0
H 2.283 6.082 -3.847 0.0 -0.5 -0.3
H -0.241 5.546 -5.288 0.1 0.2 0.1
C -1.463 -1.370 6.006 0.7 -1.9 0.5
C 0.083 -1.298 6.088 -4.9 1.7 3.0
O 0.147 0.062 5.708 5.7 -0.6 2.1
C -0.805 0.418 4.927 -0.7 3.1 -3.4
O -0.787 1.402 4.222 -0.1 -1.2 1.0
O -1.734 -0.478 4.993 -3.1 0.0 -1.2
F 0.562 -2.189 5.299 2.4 -1.5 -2.6
H -1.901 -1.071 6.958 -0.3 -0.1 -0.1
H -1.763 -2.346 5.624 -0.2 -0.1 0.6
H 0.382 -1.492 7.118 0.7 0.6 -0.2
C 4.043 -5.082 -0.660 -0.4 -0.1 0.0
C 3.167 -4.037 -1.416 2.3 -1.5 0.1
O 4.103 -3.712 -2.439 -0.4 0.7 -1.6
C 5.064 -4.661 -2.667 1.2 -0.5 -0.9
O 5.854 -4.730 -3.611 -2.7 0.5 3.0
O 4.991 -5.520 -1.620 0.7 -0.3 -1.3
F 2.966 -2.930 -0.684 -0.2 0.5 0.3
H 3.520 -5.983 -0.339 -0.1 0.4 0.3
H 4.639 -4.612 0.122 -0.6 0.1 0.4
H 2.204 -4.399 -1.779 0.1 0.2 -0.4
C -4.836 4.972 -2.556 -0.7 -1.8 -1.4
C -5.319 3.499 -2.779 -0.7 1.8 3.4
O -4.690 2.889 -1.678 -2.2 -2.1 -0.5
C -3.683 3.584 -1.214 2.0 -2.6 2.9
O -2.963 3.113 -0.354 -0.7 1.3 -1.1
O -3.618 4.720 -1.807 -0.3 3.9 -1.2
F -4.892 2.941 -3.850 1.4 -1.3 -3.4
H -5.681 5.501 -2.116 0.7 0.3 1.1
H -4.679 5.452 -3.522 0.7 0.0 0.2
H -6.383 3.277 -2.698 -0.1 0.5 0.2
C 1.091 0.807 -3.601 -0.8 0.7 -1.2
C -0.455 0.612 -3.959 2.9 -0.1 2.5
O -0.515 -0.795 -3.841 -1.4 -0.2 0.2
C 0.680 -1.362 -3.977 1.3 -2.6 -0.4
O 0.862 -2.582 -4.033 -0.5 3.1 0.2
O 1.632 -0.407 -4.065 -0.1 -2.3 0.5
F -0.646 0.944 -5.212 -0.7 0.6 -2.0
H 1.328 0.955 -2.548 -0.4 0.1 -0.2
H 1.625 1.473 -4.279 -0.6 1.0 0.5
H -1.159 1.100 -3.284 0.0 -0.3 0.0
C -2.726 -4.418 0.827 1.2 -0.6 1.5
C -1.474 -5.305 0.635 -2.6 0.6 1.5
O -0.969 -5.446 1.981 0.7 -2.8 -1.7
C -1.467 -4.566 2.808 -1.8 0.6 2.3
O -1.206 -4.492 4.006 -0.5 0.4 -3.3
O -2.447 -3.878 2.128 0.1 1.0 1.2
F -0.563 -4.605 0.052 3.0 2.1 -2.3
H -3.645 -4.993 0.930 0.0 0.1 -0.5
H -2.730 -3.614 0.090 -0.3 -0.2 0.1
H -1.700 -6.116 -0.057 0.3 -1.2 1.2
C -5.830 -0.273 -2.962 -1.0 -0.4 0.9
N -4.404 -0.492 -3.175 1.2 0.7 -2.4
O -4.017 -0.799 -4.322 -0.6 0.0 2.0
O -3.678 -0.165 -2.263 0.3 -0.6 0.0
H -5.845 0.206 -1.982 -0.4 0.4 -0.4
H -6.366 -1.213 -2.832 0.3 -0.2 -0.3
H -6.274 0.267 -3.797 0.3 0.1 0.2
C 3.596 1.095 -0.541 -0.7 -1.2 1.1
N 2.809 2.261 -0.852 -0.5 1.3 1.9
O 2.947 2.603 -1.994 -0.9 1.5 -1.1
O 2.179 2.837 0.052 1.0 -0.9 -1.9
H 3.822 0.656 -1.513 0.7 -0.1 0.6
H 2.936 0.456 0.045 0.1 -0.2 0.0
H 4.377 1.429 0.142 0.3 -0.2 -0.5
C -2.291 -3.770 -3.139 1.1 1.4 1.0
N -3.605 -4.059 -2.614 -2.7 -0.9 1.6
O -4.149 -3.253 -1.793 1.3 -1.7 -2.1
O -4.090 -5.144 -2.920 0.1 1.3 0.4
H -2.021 -2.935 -2.492 0.6 0.3 -0.7
H -2.317 -3.503 -4.195 -0.1 -0.1 0.2
H -1.617 -4.588 -2.885 -0.3 -0.2 -0.5
C 1.919 -2.502 2.312 0.2 -0.3 0.2
N 3.010 -3.583 2.521 -1.8 -1.5 1.4
O 2.748 -4.727 2.167 -0.6 0.6 -1.4
O 3.933 -3.409 3.260 1.0 1.9 0.4
H 1.885 -1.792 3.138 0.8 0.0 -0.2
H 0.956 -3.003 2.411 0.3 -0.3 -0.6
H 2.071 -2.030 1.342 0.0 -0.1 0.3
C -4.359 -0.027 1.141 -0.5 -0.2 -1.3
N -3.835 1.155 1.866 1.1 0.3 1.5
O -2.608 1.252 1.990 -1.5 0.1 -0.6
O -4.662 1.882 2.420 1.0 -0.9 -1.1
H -3.651 -0.723 0.693 0.8 0.0 1.3
H -4.724 0.304 0.168 -0.9 0.7 0.4
H -5.119 -0.480 1.778 0.1 0.1 -0.3
C 3.869 0.608 3.714 0.1 -0.7 0.2
N 2.679 1.490 3.888 -0.7 2.9 -2.1
O 2.071 1.808 2.835 0.9 -1.2 1.6
O 2.469 2.047 4.948 0.4 -1.2 -0.3
H 4.694 1.022 4.294 -0.3 -0.1 0.2
H 4.192 0.495 2.679 -0.6 0.5 0.0
H 3.575 -0.389 4.042 0.2 0.1 0.3
C 7.680 -1.238 0.834 -0.8 -1.1 -0.1
N 6.271 -1.833 1.034 4.7 -3.0 2.0
O 5.366 -1.222 0.642 -3.5 1.9 -1.2
O 6.258 -2.929 1.625 -0.5 1.5 -1.1
H 7.647 -0.243 1.276 0.3 -0.2 -0.1
H 7.872 -1.243 -0.239 -0.3 0.4 0.0
H 8.341 -1.990 1.265 0.0 0.6 0.3
```
Forces are in eV/Å.

Results of the Mulliken charge analysis, in e, for atoms 1 through 6: Tl 0.733; B 1.182; H -0.463; H -0.025; H -0.297; H -0.517